[1]
16
Properties=species:S:1:pos:R:3:forces:R:3:nbo_charge:R:1 method="wB97M-V/def2-TZVPD" spin_multiplicity=1 de_lowest_kj_mol=120.0 charge=-1
F 4.6296 1.7532 0.5885 0.354 -0.956 -0.738 -0.39
H -0.4140 -0.4754 1.1936 -0.800 -1.976 2.041 0.23
C 2.5446 -0.4142 -0.7351 1.073 1.212 -0.298 0.47
O 1.4544 0.2955 -1.0409 -0.216 -1.605 0.094 -0.55
C 0.0751 -0.2148 -0.8184 0.932 2.749 1.303 -0.12
H -0.1259 -1.2239 -0.7742 0.429 -2.248 -0.893 0.21
F 5.5132 -0.1577 0.5420 -0.295 0.247 -0.209 -0.36
O 2.4856 -1.6204 -0.3814 -0.247 0.330 0.129 -0.77
H 0.4563 0.8821 0.8349 2.656 2.376 1.424 0.22
H -0.4220 0.2832 -1.6059 -0.877 0.233 -0.822 0.17
O 0.7095 -2.6616 1.4491 -0.347 0.535 -0.486 -0.98
C 5.0881 0.7916 -0.2722 -0.445 0.575 0.765 0.62
O 0.3863 -3.2427 -0.9611 0.243 0.352 1.011 -0.98
C -0.3228 0.3159 0.5612 -3.405 1.407 -3.637 -0.62
S 1.3061 -3.0683 0.1812 -0.156 -2.039 -0.452 1.68
H -1.2395 0.9988 0.4215 1.102 -1.191 0.766 0.18

---

[2]
14
Properties=species:S:1:pos:R:3:forces:R:3:nbo_charge:R:1 method="wB97M-V/def2-TZVPD" smiles="FC(F)(F)[C@H]1N=CCN1" spin_multiplicity=1 de_lowest_kj_mol=64.8
H 0.7513 -1.8782 0.2544 -0.072 -0.252 0.402 0.23
F -2.1816 -0.1574 -1.6184 0.318 0.535 1.701 -0.32
H 1.4118 0.2361 -1.5553 1.310 0.872 -0.708 0.38
H -0.2394 1.8369 -0.8447 -0.194 -2.271 -0.140 0.24
C -1.7290 0.2854 -0.3940 -2.034 -0.861 0.165 0.96
C -0.2844 0.7310 -0.4834 2.496 1.352 2.193 -0.04
H 2.3028 -1.1531 0.3398 1.068 -0.001 -0.840 0.22
H 1.4492 -0.1735 2.1998 -0.281 0.222 1.129 0.20
C 0.9051 -0.0689 1.2905 -1.939 3.534 0.585 0.10
N 0.1065 0.9087 1.0056 0.779 -1.298 -0.071 -0.38
F -1.9685 -0.7276 0.5536 0.679 1.268 -1.914 -0.34
F -2.5374 1.3194 0.0363 1.115 -1.168 -0.952 -0.32
N 0.7457 -0.2386 -1.0248 -2.530 -0.489 2.116 -0.61
C 1.2678 -0.9202 0.2405 -0.715 -1.443 -3.667 -0.32

---

[3]
17
Properties=species:S:1:pos:R:3:forces:R:3:nbo_charge:R:1 method="wB97M-V/def2-TZVPD" smiles="[H]/N=C1/N=NC=C1N.OC(F)(F)F" spin_multiplicity=1 de_lowest_kj_mol=12.8
C 1.8376 1.3714 -1.1400 -0.822 -3.456 1.945 -0.24
H 1.9946 -1.8375 -0.2265 -0.691 -0.308 0.784 0.39
H -1.9019 0.3906 1.5274 0.491 -0.010 0.170 0.51
N 0.0699 -0.2636 1.5062 -0.865 1.783 1.320 -0.63
H 2.3826 1.5776 -1.9918 1.078 0.583 -1.388 0.21
C 0.5978 0.5129 0.6973 2.283 -0.452 -4.307 0.40
C 1.6479 0.1520 -0.5128 -0.512 3.369 1.723 0.17
C -2.7126 -0.5610 0.1129 -0.517 1.155 0.569 1.16
N 2.3441 -0.9689 -0.5618 0.282 -1.310 -0.203 -0.75
O -2.6535 0.4937 0.9318 -0.345 0.458 -0.431 -0.70
H 0.4834 -1.1475 1.7010 0.376 -0.881 -0.507 0.37
N 0.3295 1.9160 0.3759 -1.689 -0.314 2.989 -0.24
F -3.8745 -0.5558 -0.5123 -0.325 0.300 -0.812 -0.31
F -2.6982 -1.6748 0.8216 0.864 -1.498 0.195 -0.33
H 2.7956 -1.1708 -1.4127 0.923 0.115 -1.126 0.39
N 1.0764 2.3298 -0.5063 -0.240 0.892 -1.122 -0.06
F -1.7189 -0.5642 -0.8097 -0.290 -0.426 0.202 -0.34

---

[4]
25
Properties=species:S:1:pos:R:3:forces:R:3:nbo_charge:R:1 method="wB97M-V/def2-TZVPD" spin_multiplicity=1 de_lowest_kj_mol=19.0
F -3.1895 -2.1356 -1.9468 0.076 0.141 -0.187 -0.31
O -0.9016 0.8854 2.3883 -0.251 0.033 -0.089 -0.93
C 2.0994 1.4089 -2.0437 0.232 0.377 -1.327 -0.64
C -0.8129 -1.2999 3.8220 -0.297 -0.356 0.057 0.72
S -0.5294 -0.4877 2.2005 0.325 0.207 0.433 2.23
H -0.4683 1.5196 -1.9426 0.059 0.084 -0.522 0.28
S 0.5973 2.3319 -1.7006 -0.245 -0.102 2.538 0.44
F -2.4881 -3.4738 -0.4050 0.143 -0.089 -0.039 -0.31
F -0.5267 -2.5993 3.7621 0.099 -0.083 -0.055 -0.31
H 2.0053 0.4798 -1.4934 -0.243 -0.180 0.294 0.33
F -0.0393 -0.7414 4.7449 0.183 0.189 0.029 -0.31
F -2.0821 -1.1745 4.2031 -0.104 0.099 0.001 -0.31
O -2.2689 0.2882 -0.4655 0.060 0.206 -0.143 -0.97
H 2.2003 1.2304 -3.1030 -0.173 -0.251 -0.261 0.26
N -1.5657 -1.3558 1.3579 0.286 0.464 -0.401 -1.20
S -1.6717 -0.9944 -0.1641 0.032 0.017 -0.122 2.23
O 3.4282 2.4779 -0.3955 -0.220 0.072 -0.703 -0.45
O -0.5030 -1.2997 -0.9605 0.191 0.096 -0.137 -0.98
H 4.7889 1.7772 -2.6478 0.347 -0.008 -0.310 0.51
H 0.5148 3.4521 -2.4359 -0.049 -0.515 -0.800 0.21
C 3.3122 2.1985 -1.5512 0.259 0.280 1.611 0.75
O 0.8524 -0.7282 1.8876 0.014 -0.210 -0.184 -0.94
C -2.9262 -2.2428 -0.6463 -0.192 -0.291 0.294 0.73
O 4.2309 2.5481 -2.4934 -0.428 -0.311 -0.009 -0.70
F -4.0562 -2.0650 0.0289 -0.107 0.131 0.033 -0.31

---

[5]
12
Properties=species:S:1:pos:R:3:forces:R:3:nbo_charge:R:1 method="wB97M-V/def2-TZVPD" spin_multiplicity=1 de_lowest_kj_mol=604.9
H -0.3502 2.0542 1.2628 2.303 -4.336 1.749 0.21
H -1.1640 -1.7251 -0.1238 1.639 3.066 0.097 0.22
C 0.2263 -0.4986 1.3399 -0.881 5.311 0.654 -0.40
H 0.6142 -1.1791 2.1263 -0.522 -0.146 -1.160 0.25
C 0.2675 0.8471 1.8175 -1.875 -0.014 -1.334 0.28
F 0.7434 1.0972 3.0957 -0.535 -0.278 -1.988 -0.35
H -0.4266 -0.5507 -4.2463 -1.157 0.934 1.764 0.17
N 0.1473 -0.1925 -1.1466 -4.115 -1.931 5.427 -0.27
C -0.4463 -0.7268 -0.0276 3.070 -1.745 -1.114 0.07
C -0.4312 -0.0721 -3.1877 -0.128 -1.786 -6.622 -0.03
H -0.0447 0.8408 -3.1008 1.826 3.858 0.012 0.15
N -0.5784 -0.7521 -2.2008 0.375 -2.933 2.516 -0.30

---

[6]
15
Properties=species:S:1:pos:R:3:forces:R:3:nbo_charge:R:1 method="wB97M-V/def2-TZVPD" spin_multiplicity=1 de_lowest_kj_mol=128.4
C -1.1294 1.3358 1.6029 0.011 0.037 0.202 0.50
F -2.5996 -0.1156 -0.8781 1.512 -0.583 1.271 -0.40
C 3.6526 1.0343 -0.2853 0.588 -0.325 0.329 1.02
C -0.5868 -1.3576 -0.5350 -0.286 -0.873 4.226 0.30
O -0.8537 1.9724 0.7174 0.093 0.276 -0.097 -0.51
O 4.4460 1.6284 -0.8514 1.067 1.318 -1.271 -0.51
H 1.0105 -2.2274 0.4910 0.116 0.317 0.053 0.38
H -0.5204 -2.5038 1.1515 0.512 -0.043 -0.481 0.38
H -0.1781 -0.2291 -2.1550 -0.427 0.168 -0.269 0.41
C -1.6947 -0.8296 0.0294 -2.438 0.032 -2.607 0.00
H -2.3260 -1.3402 0.7706 0.758 0.457 -0.145 0.19
N 0.1632 -0.9544 -1.5604 1.820 -1.750 -2.206 -0.81
N 0.0303 -2.3552 0.3032 -0.940 0.115 -0.812 -0.82
H 0.5853 -1.7905 -2.0723 -0.707 1.872 0.843 0.40
O 2.9533 0.3815 0.3371 -1.680 -1.019 0.963 -0.51